Record 1
Formula: C2H9O3
Source: the OMol25 dataset
Level of theory: the ωB97M-V functional and the def2-TZVPD basis

The largest force on an atom is 1.316 eV/Å. The value obtained for the energy above the lowest of the compared OMol25 structures with the same formula, charge and spin is 7.61 kcal/mol. The gap between HOMO and LUMO is 8.123 eV. Its spin multiplicity is 1. The HOMO energy is -3.9 eV. The total charge is -1.

CARTESIAN COORDINATES (ANGSTROEM)
H 0.160925 0.622019 -0.517099
H 2.381603 -2.332246 -0.133194
O -0.958303 -1.101008 -0.399724
H -1.053436 0.453561 -1.798820
H -1.659055 2.129250 0.073250
H 1.987662 -0.285936 0.433501
H -2.924545 1.035732 -0.154026
H -1.716447 0.739861 1.128232
O 1.573358 -1.818068 -0.127008
O 2.408366 0.519311 0.854158
C -0.842765 0.254995 -0.733026
C -1.858638 1.046248 0.088422
H 2.561462 0.245016 1.759794
H -0.060187 -1.508734 -0.474459

Cartesian forces (eV/Å) of the 2 atoms listed first:
H 0.0 0.1 0.1
H 0.0 -0.1 -0.1

Atom charges from the Mulliken analysis, given in e for atoms 1 to 6: number 1, H, carries 0.131; number 2, H, carries 0.137; number 3, O, carries -0.561; number 4, H, carries 0.162; number 5, H, carries 0.326; number 6, H, carries 0.451

=====

Record 2
Formula: C2H9OPSi
Source: the OMol25 dataset
Level of theory: the ωB97M-V functional and the def2-TZVPD basis

The largest force on an atom is 3.004 eV/Å. The value obtained for the energy above the lowest of the compared OMol25 structures with the same formula, charge and spin is 7.51 kcal/mol. The gap between HOMO and LUMO (alpha / beta) is 5.078 / 7.662 eV. Its spin multiplicity is 3. The HOMO energy (alpha / beta) is -4.4 / -10.7 eV.

CARTESIAN COORDINATES (ANGSTROEM)
P -2.256584 -0.038425 -0.289203
C 0.887948 -0.988647 1.157800
O 0.372244 -0.479374 -1.855712
H 1.208212 -1.987169 0.973422
Si 0.012533 -0.046935 -0.255388
H -2.684232 -0.817662 0.804902
H 1.704923 1.776971 -0.450475
H 1.719906 -0.376925 1.333871
H -2.558821 -1.219602 -1.195889
H -0.167922 -1.209740 -2.106338
H 0.566960 2.099875 0.832002
C 0.655714 1.794620 -0.224131
H 0.172773 2.593780 -0.803694
H 0.366344 -1.100773 2.078828

Cartesian forces (eV/Å) of the 2 atoms listed first:
P 1.9 -0.3 0.7
C -1.5 -0.3 -1.1

Atom charges from the Mulliken analysis, given in e for atoms 1 to 6: number 1, P, carries -0.161; number 2, C, carries -1.049; number 3, O, carries -0.522; number 4, H, carries 0.363; number 5, Si, carries 0.540; number 6, H, carries 0.045

=====

Record 3
Formula: C2H9OS
Source: the OMol25 dataset
Level of theory: the ωB97M-V functional and the def2-TZVPD basis

The largest force on an atom is 1.547 eV/Å. The value obtained for the energy above the lowest of the compared OMol25 structures with the same formula, charge and spin is 25.23 kcal/mol. The gap between HOMO and LUMO (alpha / beta) is 6.861 / 8.786 eV. Its spin multiplicity is 2. The HOMO energy (alpha / beta) is -6.4 / -8.5 eV.

CARTESIAN COORDINATES (ANGSTROEM)
H 0.902687 1.554575 0.593452
H 1.143621 -3.654837 0.834161
H 0.145012 -1.257072 0.073856
S -0.634471 -0.201300 -0.346851
O 1.105601 -2.690349 0.886687
C 0.855459 0.856620 -0.262494
H -1.449205 2.216915 0.105093
H 1.732014 0.249382 -0.053844
H 1.426223 -2.657424 1.793155
H 0.807296 1.543137 -1.106940
H -2.737291 0.992622 -0.418137
C -1.735036 1.381620 -0.526189
H -1.561911 1.666112 -1.571949

Cartesian forces (eV/Å) of the 2 atoms listed first:
H -0.8 -0.3 0.1
H -0.3 -0.1 -0.9

Atom charges from the Mulliken analysis, given in e for atoms 1 to 6: number 1, H, carries 0.297; number 2, H, carries 0.279; number 3, H, carries 0.076; number 4, S, carries -0.011; number 5, O, carries -0.591; number 6, C, carries -0.920

=====

Record 4
Formula: C2H9OS
Source: the OMol25 dataset
Level of theory: the ωB97M-V functional and the def2-TZVPD basis

The largest force on an atom is 4.380 eV/Å. The value obtained for the energy above the lowest of the compared OMol25 structures with the same formula, charge and spin is 28.28 kcal/mol. The gap between HOMO and LUMO is 11.873 eV. Its spin multiplicity is 1. The HOMO energy is -15.3 eV. The total charge is +1.

CARTESIAN COORDINATES (ANGSTROEM)
O 1.839841 -1.317786 -0.714697
H -2.275269 -0.355367 -1.387289
H 0.584904 -0.231105 -1.292195
H -2.670172 1.148027 -0.355074
H -2.100063 -0.341648 0.501241
H 2.533872 -1.173836 -1.269804
S -0.293795 0.682036 -0.548431
C 0.510911 0.801802 1.057965
H 1.477148 1.429594 1.154813
H 2.083652 -1.917599 0.033399
H 0.612412 -0.229550 1.501873
H -0.262054 1.272633 1.767961
C -2.041386 0.232805 -0.449759

Cartesian forces (eV/Å) of the 2 atoms listed first:
O -2.9 -1.1 3.1
H 0.2 0.6 1.3

Atom charges from the Mulliken analysis, given in e for atoms 1 to 6: number 1, O, carries -0.609; number 2, H, carries 0.350; number 3, H, carries 0.347; number 4, H, carries 0.326; number 5, H, carries 0.303; number 6, H, carries 0.307

=====

Record 5
Formula: C2H9OS
Source: the OMol25 dataset
Level of theory: the ωB97M-V functional and the def2-TZVPD basis

The largest force on an atom is 3.427 eV/Å. The value obtained for the energy above the lowest of the compared OMol25 structures with the same formula, charge and spin is 54.42 kcal/mol. The gap between HOMO and LUMO (alpha / beta) is 9.267 / 4.850 eV. Its spin multiplicity is 2. The HOMO energy (alpha / beta) is -21.3 / -21.2 eV. The total charge is +2.

CARTESIAN COORDINATES (ANGSTROEM)
H -0.690615 1.933599 -0.593709
H 1.101570 -0.834144 -0.688018
C -0.467632 -2.159627 -0.196880
S 0.952883 -0.611009 1.650146
C 0.580096 -1.233151 0.190722
H 1.303594 0.603903 1.113312
H 0.819293 3.677152 0.644042
O -0.907559 0.979292 -0.617833
H -0.775268 -1.741574 -1.172123
H -1.233850 -2.271499 0.574671
H -0.229840 -3.216874 -0.435772
H -1.884462 0.962259 -0.754555
H 1.431791 3.911673 0.285996

Cartesian forces (eV/Å) of the 2 atoms listed first:
H 0.2 0.3 0.1
H 0.3 0.1 0.4

Atom charges from the Mulliken analysis, given in e for atoms 1 to 6: number 1, H, carries 0.381; number 2, H, carries 0.452; number 3, C, carries -0.743; number 4, S, carries 0.295; number 5, C, carries 0.096; number 6, H, carries 0.314

=====

Record 6
Formula: C2HAlO3
Source: the OMol25 dataset
Level of theory: the ωB97M-V functional and the def2-TZVPD basis

The largest force on an atom is 6.527 eV/Å. The gap between HOMO and LUMO (alpha / beta) is 5.142 / 5.155 eV. Its spin multiplicity is 1. The HOMO energy (alpha / beta) is -31.5 / -31.5 eV. The total charge is +4.

CARTESIAN COORDINATES (ANGSTROEM)
H 1.328318 -1.680015 -1.389386
O -0.434978 -0.013176 0.711416
Al -1.918843 0.756611 2.463773
O 0.813484 -0.822525 -1.254602
C 1.030915 0.533471 -1.415667
C 0.236900 0.113920 -0.289127
O -1.055796 1.111714 1.173592

Cartesian forces (eV/Å) of the 2 atoms listed first:
H 0.8 -1.5 -0.5
O 1.0 -3.3 -0.5

Atom charges from the Mulliken analysis, given in e for atoms 1 to 6: number 1, H, carries 0.567; number 2, O, carries 0.140; number 3, Al, carries 1.766; number 4, O, carries 0.122; number 5, C, carries 0.181; number 6, C, carries 0.876

=====

Record 7
Formula: C2HBN2S
Source: the OMol25 dataset
Level of theory: the ωB97M-V functional and the def2-TZVPD basis

The largest force on an atom is 4.079 eV/Å. The value obtained for the energy above the lowest of the compared OMol25 structures with the same formula, charge and spin is 100.24 kcal/mol. The gap between HOMO and LUMO is 7.550 eV. Its spin multiplicity is 1. The HOMO energy is -10.3 eV.

CARTESIAN COORDINATES (ANGSTROEM)
C -1.936491 -1.324138 0.037763
C 0.018313 1.519243 -0.025442
S 1.855506 -0.933845 -0.049432
N -2.896519 -1.941820 0.107060
H 2.871558 -0.050830 -0.014548
N -0.451899 2.576345 -0.016636
B 0.539535 0.155047 -0.038763

Cartesian forces (eV/Å) of the 2 atoms listed first:
C 3.6 2.0 -0.2
C -0.8 1.3 0.0

Atom charges from the Mulliken analysis, given in e for atoms 1 to 6: number 1, C, carries -0.231; number 2, C, carries 0.471; number 3, S, carries -0.156; number 4, N, carries -0.351; number 5, H, carries 0.195; number 6, N, carries -0.305

=====

Record 8
Formula: C2HBaO3
Source: the OMol25 dataset
Level of theory: the ωB97M-V functional and the def2-TZVPD basis

The largest force on an atom is 2.697 eV/Å. The value obtained for the energy above the lowest of the compared OMol25 structures with the same formula, charge and spin is 131.01 kcal/mol. The gap between HOMO and LUMO (alpha / beta) is 7.111 / 7.109 eV. Its spin multiplicity is 2. The HOMO energy (alpha / beta) is -16.5 / -16.5 eV. The total charge is +2.

CARTESIAN COORDINATES (ANGSTROEM)
O -0.056923 -1.944537 -0.734781
O 0.491534 1.001365 0.437705
C 0.201384 -0.826017 -0.204100
C 1.077470 -0.228463 0.706309
H -0.625785 -1.910140 -1.526053
Ba -0.512623 3.457280 1.708319
O -0.575058 0.450512 -0.387399

Cartesian forces (eV/Å) of the 2 atoms listed first:
O 0.0 0.1 0.0
O 0.0 0.2 0.8

Atom charges from the Mulliken analysis, given in e for atoms 1 to 6: number 1, O, carries -0.319; number 2, O, carries -0.031; number 3, C, carries 0.771; number 4, C, carries -0.549; number 5, H, carries 0.415; number 6, Ba, carries 1.936

=====

Record 9
Formula: C2HBiF6NO4S2
Source: the OMol25 dataset
Level of theory: the ωB97M-V functional and the def2-TZVPD basis

The largest force on an atom is 5.147 eV/Å. The value obtained for the energy above the lowest of the compared OMol25 structures with the same formula, charge and spin is 54.57 kcal/mol. The gap between HOMO and LUMO (alpha / beta) is 6.164 / 6.156 eV. Its spin multiplicity is 1. The HOMO energy (alpha / beta) is -14.0 / -14.0 eV. The total charge is +1.

CARTESIAN COORDINATES (ANGSTROEM)
Bi -0.703454 2.217803 0.048985
F -2.554455 -0.196494 -2.261404
O -2.350797 1.651042 -0.893821
F -1.716228 -1.719486 -1.333144
F -3.347896 -0.773302 -0.324778
F 4.009603 0.937614 -0.053714
C -2.249514 -0.543229 -1.015865
F 3.694887 -0.889316 1.047130
O -0.956247 -1.575053 2.266403
N 0.901866 -1.184181 0.541468
C 3.126244 0.236051 0.648013
S 1.640371 -0.101110 -0.437102
H -3.251770 1.857506 -0.624285
F 2.759406 0.946406 1.704265
O 2.242613 -0.752554 -1.645495
S -0.597903 -0.820232 1.060561
O -0.646719 0.708532 1.272782

Cartesian forces (eV/Å) of the 2 atoms listed first:
Bi 1.1 2.2 -1.4
F -0.4 2.1 0.0

Atom charges from the Mulliken analysis, given in e for atoms 1 to 6: number 1, Bi, carries 1.480; number 2, F, carries -0.205; number 3, O, carries -0.722; number 4, F, carries -0.202; number 5, F, carries -0.198; number 6, F, carries -0.178

=====

Record 10
Formula: C2HBr2ClO
Source: the OMol25 dataset
Level of theory: the ωB97M-V functional and the def2-TZVPD basis

The largest force on an atom is 4.547 eV/Å. The value obtained for the energy above the lowest of the compared OMol25 structures with the same formula, charge and spin is 33.54 kcal/mol. The gap between HOMO and LUMO is 9.927 eV. Its spin multiplicity is 1. The HOMO energy is -9.5 eV.

CARTESIAN COORDINATES (ANGSTROEM)
Br 0.685613 1.732608 1.148112
O -0.798515 -1.210144 -1.334885
Cl -1.672050 1.289414 -0.861761
Br 2.017830 -0.940808 -0.155303
C 0.571339 -0.060016 0.634384
C -0.798412 -0.170413 -0.763430
H -0.005806 -0.640641 1.332880

Cartesian forces (eV/Å) of the 2 atoms listed first:
Br 0.7 0.3 0.5
O -1.1 1.7 0.1

Atom charges from the Mulliken analysis, given in e for atoms 1 to 6: number 1, Br, carries -0.026; number 2, O, carries -0.375; number 3, Cl, carries -0.099; number 4, Br, carries -0.018; number 5, C, carries -0.383; number 6, C, carries 0.489